No. 1
Entry from the Open Molecules 2025 dataset: one molecule with the formula C12H17ClSi in a non-equilibrium geometry (ωB97M-V/def2-TZVPD).

The value obtained for the total energy is -33119.5417 eV. The relative energy (zero: lowest compared OMol25 entry of this formula, charge and spin) is 11.98 kJ/mol. Its SMILES is C=CCC[C@H](C)[Si@H](Cl)c1ccccc1. The value obtained for the HOMO-LUMO gap is 10.289 eV. The LUMO energy is 0.0298 Eh.

Last column: Mulliken charge in e.
Atoms and positions in Å:
C 3.470 1.386 1.759  -0.474
C 2.608 2.108 1.053  -0.512
C 3.732 0.081 1.444  -0.399
C 1.817 1.496 0.094  -0.482
C 3.124 -0.585 0.472  -0.672
C 2.094 0.144 -0.225  0.634
C -2.523 0.207 -1.097  -0.178
C -1.734 -0.535 0.017  -0.899
C -3.661 0.852 -0.538  -0.153
C -0.636 -1.501 -0.458  0.446
C -3.933 2.078 -0.716  -0.777
C -0.178 -2.412 0.652  -1.926
Si 0.909 -0.786 -1.296  0.345
Cl 1.912 -2.364 -2.071  -0.307
H 3.998 1.785 2.556  0.429
H 2.290 3.156 1.233  0.296
H 4.534 -0.455 1.953  0.323
H 1.027 1.996 -0.407  0.437
H 3.190 -1.567 0.237  0.536
H -1.788 0.878 -1.562  0.245
H -2.963 -0.465 -1.895  0.213
H -1.479 0.281 0.714  0.258
H -2.539 -1.096 0.614  0.435
H -4.330 0.139 0.017  0.213
H -1.081 -2.156 -1.194  0.332
H -4.810 2.484 -0.259  0.290
H -3.308 2.752 -1.363  0.216
H 0.374 -0.156 -2.435  -0.227
H 0.274 -1.766 1.450  0.315
H 0.561 -2.989 0.220  0.506
H -0.952 -2.989 1.028  0.538

***

No. 2
Entry from the Open Molecules 2025 dataset: a 2-piece molecular cluster, C12H17N overall in a non-equilibrium geometry (ωB97M-V/def2-TZVPD).

The value obtained for the total energy is -14206.6869 eV. The relative energy (zero: lowest compared OMol25 entry of this formula, charge and spin) is 352.23 kJ/mol. Its SMILES is Cc1c[nH]c2ccccc12.CCC. The value obtained for the HOMO-LUMO gap is 9.203 eV. The LUMO energy is 0.0336 Eh.

Last column: Mulliken charge in e.
Atoms and positions in Å:
C -2.565 -0.529 -1.837  -1.475
C -1.073 -0.770 0.286  1.021
C -1.904 0.061 -0.585  0.607
C -0.652 0.100 1.318  -0.184
C -1.851 1.335 -0.187  -0.636
C 0.092 -2.480 1.299  -0.427
C 0.654 -1.640 2.343  -0.558
C -0.641 -2.061 0.194  -0.592
C 0.365 -0.288 2.167  -0.271
N -1.102 1.408 1.179  -0.370
H 0.567 -3.425 1.459  0.310
H 1.252 -2.132 3.140  0.374
H -1.031 -2.710 -0.643  0.220
H 1.006 0.436 2.803  0.213
H -2.672 -1.586 -1.785  0.414
H -2.001 -0.326 -2.637  0.376
H -2.066 2.404 -0.488  0.322
H -0.473 2.111 1.225  0.340
H -3.547 0.066 -1.971  0.323
C 2.345 1.479 -0.940  -0.099
C 1.928 0.148 -1.363  -0.804
C 2.873 2.309 -2.193  -1.266
H 3.088 1.420 -0.233  0.353
H 1.749 1.998 -0.224  0.266
H 1.706 -0.656 -0.482  0.029
H 0.917 0.002 -1.778  0.170
H 2.128 2.289 -2.971  0.344
H 2.804 -0.454 -1.805  0.371
H 3.495 1.508 -2.796  0.263
H 3.372 3.230 -2.077  0.368

***

No. 3
Entry from the Open Molecules 2025 dataset: a 2-piece molecular cluster, C12H17N overall in a non-equilibrium geometry (ωB97M-V/def2-TZVPD).

The value obtained for the total energy is -14206.8269 eV. The relative energy (zero: lowest compared OMol25 entry of this formula, charge and spin) is 338.72 kJ/mol. Its SMILES is Cc1c[nH]c2ccccc12.CCC. The value obtained for the HOMO-LUMO gap is 8.595 eV. The LUMO energy is 0.0323 Eh.

Last column: Mulliken charge in e.
Atoms and positions in Å:
C -0.555 -2.909 1.254  -1.265
C -0.515 -0.392 1.824  0.794
C 0.093 -1.699 1.626  0.652
C 0.537 0.579 1.965  -0.027
C 1.507 -1.466 1.854  -0.837
C -1.795 -0.039 2.133  -0.232
C -2.242 1.243 2.210  -0.865
C -1.153 2.190 2.366  -0.214
C 0.224 1.910 2.299  -0.605
N 1.727 -0.030 1.808  -0.004
H -2.560 -0.851 2.191  0.290
H -3.160 1.684 2.591  0.344
H -1.288 3.218 2.546  0.394
H -1.090 -3.521 1.965  0.328
H 0.143 -3.523 0.539  0.283
H 2.384 -2.083 2.171  0.303
H 2.641 0.278 1.883  0.133
H 1.003 2.763 2.059  0.205
H -1.455 -2.725 0.534  0.322
C 1.079 0.575 -3.292  -0.298
C 0.180 1.714 -2.863  -1.007
C 0.288 -0.875 -3.617  -0.891
H 1.758 1.033 -4.138  0.254
H 1.885 0.387 -2.604  0.352
H 0.161 2.046 -1.851  0.249
H -0.740 -0.638 -3.495  0.317
H 0.442 -1.391 -4.570  0.298
H -0.872 1.511 -3.064  0.308
H 0.545 2.542 -3.498  0.260
H 0.826 -1.530 -2.828  0.156

***

No. 4
Entry from the Open Molecules 2025 dataset: one molecule with the formula C12H17N in a non-equilibrium geometry (ωB97M-V/def2-TZVPD).

The value obtained for the total energy is -14208.2044 eV. The relative energy (zero: lowest compared OMol25 entry of this formula, charge and spin) is 205.80 kJ/mol. Its SMILES is CCCNC1Cc2ccccc2C1. The value obtained for the HOMO-LUMO gap is 9.548 eV. The LUMO energy is 0.0344 Eh.

Last column: Mulliken charge in e.
Atoms and positions in Å:
C 3.497 -1.440 0.031  -1.091
C 2.149 -1.344 -0.692  -0.382
C 1.728 0.078 -1.134  -0.284
C 0.768 1.514 0.715  -0.084
C 0.180 0.417 1.586  -1.133
C -0.935 -0.111 0.702  1.617
C -1.681 -1.224 1.098  -0.890
C -2.763 -1.438 0.261  -0.257
C -3.040 -0.676 -0.895  -0.632
C -2.284 0.476 -1.172  -0.915
C -1.182 0.764 -0.297  -0.292
C -0.347 2.044 -0.138  -0.665
H 4.303 -1.271 -0.726  0.283
H 3.486 -2.592 0.269  0.300
H 3.634 -0.791 0.917  0.303
H 2.180 -2.064 -1.523  0.431
H 1.323 -1.634 -0.004  0.052
H 2.374 0.470 -2.001  0.432
H 0.644 0.071 -1.435  0.094
H 2.468 1.888 -0.185  0.264
H 1.142 2.364 1.377  0.501
H -0.112 0.708 2.559  0.364
H 0.878 -0.439 1.670  0.265
H -1.767 -1.745 2.083  0.310
H -3.542 -2.209 0.577  0.266
H -3.893 -0.724 -1.559  0.346
H -2.608 1.099 -1.928  0.521
H -1.102 2.644 0.494  0.335
H -0.102 2.599 -1.075  0.310
N 2.022 1.037 0.014  -0.369

***

No. 5
Entry from the Open Molecules 2025 dataset: a 2-piece molecular cluster, C12H17N overall in a non-equilibrium geometry (ωB97M-V/def2-TZVPD).

The value obtained for the total energy is -14209.5307 eV. The relative energy (zero: lowest compared OMol25 entry of this formula, charge and spin) is 77.84 kJ/mol. Its SMILES is Cc1c[nH]c2ccccc12.CCC. The value obtained for the HOMO-LUMO gap is 8.853 eV. The LUMO energy is 0.0335 Eh.

Last column: Mulliken charge in e.
Atoms and positions in Å:
C 2.683 -1.779 -1.136  -0.442
C 2.115 -0.413 -1.550  -0.573
C 2.299 -2.346 0.244  -0.903
H 3.773 -1.813 -1.178  0.336
H 2.414 -2.542 -1.876  0.284
H 2.799 0.366 -1.221  0.322
H 2.008 -0.478 -2.631  0.283
H 2.656 -3.380 0.262  0.349
H 1.142 -0.249 -1.087  -0.069
H 1.245 -2.323 0.442  0.141
H 2.935 -1.866 0.986  0.296
C -2.253 0.493 -2.079  -1.463
C -1.597 1.055 0.360  1.037
C -1.830 0.074 -0.698  0.639
C -1.027 0.316 1.423  -0.139
C -1.473 -1.133 -0.214  -0.831
C -1.060 3.078 1.514  -0.528
C -0.727 2.340 2.655  -0.541
C -1.508 2.444 0.362  -0.519
C -0.680 0.959 2.614  -0.663
N -1.031 -1.010 1.101  0.028
H -1.002 4.158 1.517  0.376
H -0.254 2.835 3.494  0.342
H -1.467 2.999 -0.568  0.237
H -0.525 0.345 3.495  0.340
H -1.905 1.479 -2.342  0.353
H -3.335 0.490 -2.148  0.316
H -1.555 -2.106 -0.669  0.409
H -1.032 -1.794 1.722  0.225
H -1.808 -0.200 -2.794  0.358

***

No. 6
Entry from the Open Molecules 2025 dataset: a 2-piece molecular cluster, C12H17N overall in a non-equilibrium geometry (ωB97M-V/def2-TZVPD).

The value obtained for the total energy is -14209.7881 eV. The relative energy (zero: lowest compared OMol25 entry of this formula, charge and spin) is 53.00 kJ/mol. Its SMILES is Cc1c[nH]c2ccccc12.CCC. The value obtained for the HOMO-LUMO gap is 8.788 eV. The LUMO energy is 0.0340 Eh.

Last column: Mulliken charge in e.
Atoms and positions in Å:
C -0.070 3.024 1.553  -1.365
C 1.278 0.462 -0.790  -0.066
C 1.268 1.086 0.475  1.053
C 0.364 2.206 0.372  0.562
C -0.060 2.249 -0.911  -0.722
C 2.150 -0.567 -1.124  -0.991
C 2.999 -1.028 -0.123  -0.416
C 2.841 -0.567 1.205  -0.662
C 2.029 0.506 1.498  -0.419
N 0.466 1.191 -1.625  0.020
H 2.292 -1.061 -2.074  0.385
H 3.888 -1.622 -0.287  0.370
H 0.500 1.144 -2.627  0.183
H 3.505 -0.997 1.942  0.379
H -0.844 2.841 -1.351  0.403
H 2.005 0.942 2.486  0.310
H 0.627 2.922 2.382  0.330
H -1.042 2.672 1.892  0.276
H -0.217 4.071 1.289  0.358
C -2.216 -2.362 -0.662  -0.226
C -2.436 -1.038 -1.383  -0.737
C -1.850 -2.128 0.810  -1.009
H -1.415 -2.915 -1.141  0.301
H -3.142 -2.933 -0.710  0.280
H -1.630 -0.324 -1.212  -0.073
H -2.444 -1.210 -2.458  0.310
H -1.254 -1.228 1.003  0.167
H -1.457 -2.977 1.366  0.310
H -3.361 -0.552 -1.079  0.358
H -2.775 -1.805 1.286  0.330

***

No. 7
Entry from the Open Molecules 2025 dataset: a 2-piece molecular cluster, C12H17N overall in a non-equilibrium geometry (ωB97M-V/def2-TZVPD).

The value obtained for the total energy is -14209.7949 eV. The relative energy (zero: lowest compared OMol25 entry of this formula, charge and spin) is 52.35 kJ/mol. Its SMILES is CCc1c[nH]c2ccccc12.CC. The value obtained for the HOMO-LUMO gap is 8.703 eV. The LUMO energy is 0.0331 Eh.

Last column: Mulliken charge in e.
Atoms and positions in Å:
C -2.913 -1.360 0.504  -0.767
C -3.232 -0.173 -0.388  -0.709
H -3.813 -1.712 1.013  0.336
H -2.419 -2.168 -0.032  0.259
H -2.246 -1.210 1.357  0.122
H -3.097 0.775 0.128  0.214
H -4.254 -0.179 -0.773  0.410
H -2.639 -0.187 -1.301  0.140
C 1.228 -0.376 2.196  -0.530
C 1.509 0.961 2.877  -0.994
C 1.595 -0.428 0.737  0.341
C 2.536 -1.222 0.152  -0.823
C 0.906 0.201 -0.367  1.455
C 1.516 -0.229 -1.573  -0.649
C -0.046 1.233 -0.413  -0.196
C 1.057 0.248 -2.773  -0.639
C -0.460 1.738 -1.620  -0.834
C 0.045 1.180 -2.826  -0.498
N 2.500 -1.130 -1.213  -0.015
H 1.715 -1.231 2.679  0.390
H 0.169 -0.631 2.296  0.019
H 0.850 1.698 2.422  0.252
H 3.227 -1.846 0.700  0.419
H 3.148 -1.513 -1.870  0.182
H -0.452 1.530 0.542  0.373
H 1.546 -0.027 -3.707  0.319
H -1.288 2.421 -1.753  0.361
H -0.377 1.483 -3.772  0.396
H 2.540 1.296 2.869  0.315
H 1.152 0.861 3.907  0.347